# C48H99Br3N2O14

C48H99Br3N2O14 as an isolated structure (wB97M-V/def2-TZVPD, the OMol25 dataset).

Last column: Löwdin charge in e.
Positions of all 166 atoms, in Å:
C1 -0.522410 6.143754 0.455241  -0.0960
C2 -1.505157 5.516494 -0.541207  -0.2412
C3 -1.071900 4.129025 -1.023056  -0.2214
C4 -1.535758 3.014690 -0.086190  -0.1975
C5 -3.033260 2.714202 -0.230309  -0.1928
C6 -3.391003 1.253945 -0.539905  -0.1937
C7 -2.549013 0.203637 0.197869  -0.2210
C8 -3.315246 -1.092561 0.372564  -0.2049
C9 -2.721306 -2.146799 1.313079  -0.1747
C10 -1.223950 -2.524251 1.174116  -0.1570
C11 -0.542526 -2.568482 2.552668  -0.1263
C12 1.010028 -2.798914 2.677437  -0.3799
C13 1.206369 -2.794413 4.129542  -0.2755
N1 1.396467 -2.847470 5.258792  0.2180
C14 1.331388 -4.205694 2.100161  -0.1306
C15 1.949929 -5.253897 3.018594  -0.1586
C16 3.415995 -4.990689 3.351221  -0.1240
C17 4.183792 -6.268016 3.536506  -0.4789
O1 3.683820 -7.312096 3.831295  0.1533
O2 5.518482 -6.176643 3.253405  -0.0501
C18 6.259792 -5.372516 4.195542  -0.2156
C19 6.981456 -4.255893 3.476608  -0.0526
C20 1.905289 -1.645664 2.077740  -0.6422
Br1 3.634071 -1.533879 3.049641  0.8560
C21 1.300728 -0.368811 2.402321  -0.3152
N2 0.785938 0.622616 2.659102  0.2412
C22 2.154895 -1.818235 0.539197  -0.6941
Br2 3.825201 -2.747992 0.184429  0.8144
C23 2.099140 -0.494077 -0.217356  -0.7603
C24 3.209264 0.495839 0.078177  -0.1466
Br3 2.077702 -0.912741 -2.140259  0.7172
H1 0.483368 5.762782 0.311864  0.0641
H2 -0.490647 7.214718 0.286574  0.0584
H3 -0.810793 5.966128 1.485463  0.0673
H4 -2.486428 5.421574 -0.082726  0.0862
H5 -1.568912 6.165553 -1.408498  0.0872
H6 0.018690 4.101753 -1.029206  0.0978
H7 -1.378658 3.937540 -2.049364  0.1076
H8 -1.347842 3.365537 0.924597  0.1132
H9 -0.921430 2.142444 -0.268348  0.0887
H10 -3.402659 3.313277 -1.061358  0.1075
H11 -3.591059 3.014567 0.647137  0.0829
H12 -4.426958 1.096401 -0.241173  0.0981
H13 -3.363190 1.053637 -1.608231  0.1126
H14 -1.692035 -0.013391 -0.427398  0.0948
H15 -2.205866 0.596700 1.149494  0.1190
H16 -3.509100 -1.545758 -0.596259  0.1040
H17 -4.288766 -0.826068 0.781123  0.1107
H18 -3.315544 -3.042041 1.152721  0.0947
H19 -2.915561 -1.858919 2.343148  0.1080
H20 -1.220339 -3.547674 0.809416  0.0928
H21 -0.719521 -1.911382 0.444276  0.0928
H22 -0.859751 -1.746192 3.183584  0.1153
H23 -0.929854 -3.465154 3.030786  0.1319
H24 0.387748 -4.625209 1.771394  0.1130
H25 1.958896 -4.154428 1.219254  0.0554
H26 1.922245 -6.179055 2.450254  0.1199
H27 1.354948 -5.434420 3.906471  0.1232
H28 3.488583 -4.411381 4.269512  0.1054
H29 3.872366 -4.399658 2.564266  0.0544
H30 5.612883 -4.986626 4.977435  0.1197
H31 6.978762 -6.032181 4.670359  0.1224
H32 6.290382 -3.732680 2.823393  0.0576
H33 7.396675 -3.571468 4.207376  0.0804
H34 7.774171 -4.666834 2.861128  0.0789
H35 1.430909 -2.495700 0.119311  0.0554
H36 1.127413 -0.067514 -0.030052  0.0672
H37 2.893202 1.188006 0.853215  0.0769
H38 4.116460 0.010554 0.415041  0.0410
H39 3.425816 1.092612 -0.796188  0.0616
C25 -7.068959 5.921411 4.436579  -0.1111
O3 -6.897655 6.654835 3.237541  -0.1897
C26 -5.544084 6.955328 2.942895  -0.2048
C27 -4.955521 6.004641 1.924598  -0.2051
O4 -4.881632 4.675127 2.411770  -0.1957
C28 -5.940697 3.845747 1.970917  -0.1135
H40 -8.079184 5.515438 4.430412  0.0888
H41 -6.355916 5.097623 4.511987  0.0831
H42 -6.956972 6.574648 5.308753  0.0884
H43 -4.941635 6.947137 3.856598  0.1273
H44 -5.517731 7.968573 2.530536  0.1262
H45 -3.933553 6.324547 1.697541  0.1167
H46 -5.535010 6.040709 0.996409  0.1300
H47 -5.777044 3.543085 0.930234  0.0785
H48 -6.912560 4.337573 2.050588  0.0857
H49 -5.945914 2.955699 2.598441  0.0930
C29 6.668709 -10.400018 -1.379571  -0.1151
O5 5.706414 -9.595366 -0.724960  -0.1938
C30 6.013496 -9.336460 0.638469  -0.1944
C31 6.638311 -7.975133 0.838732  -0.2023
O6 7.906943 -7.866703 0.204731  -0.1874
C32 7.857730 -7.219245 -1.051378  -0.1142
H50 6.494588 -10.314300 -2.451281  0.0878
H51 7.687042 -10.072544 -1.158836  0.0833
H52 6.558390 -11.450408 -1.087935  0.0879
H53 6.670651 -10.115411 1.037136  0.1282
H54 5.072559 -9.371418 1.195282  0.1271
H55 6.791348 -7.814861 1.905367  0.1143
H56 5.963665 -7.192636 0.476881  0.1218
H57 7.758888 -6.134643 -0.924346  0.0852
H58 7.029572 -7.584710 -1.663330  0.0815
H59 8.794642 -7.426717 -1.566227  0.0883
C33 2.324604 8.825722 0.503536  -0.1135
O7 1.208585 9.460525 1.100576  -0.2016
C34 1.435443 9.871021 2.438308  -0.2054
C35 1.765949 11.343773 2.536483  -0.2074
O8 2.991640 11.662550 1.900223  -0.1898
C36 2.834866 12.201562 0.600480  -0.1117
H60 2.152435 8.799199 -0.571574  0.0891
H61 3.253501 9.365693 0.698843  0.0842
H62 2.420652 7.797594 0.869683  0.0849
H63 2.233372 9.274976 2.891841  0.1276
H64 0.513976 9.681108 2.997247  0.1261
H65 1.870143 11.608403 3.593065  0.1255
H66 0.949815 11.940701 2.117218  0.1262
H67 2.520035 13.249519 0.652202  0.0883
H68 2.107450 11.636537 0.013456  0.0826
H69 3.803496 12.150865 0.106301  0.0888
C37 -3.309204 -4.772798 -1.477019  -0.1085
O9 -4.395006 -3.877340 -1.628483  -0.1991
C38 -4.955619 -3.882498 -2.932494  -0.1980
C39 -6.212587 -4.719526 -3.009249  -0.2051
O10 -5.955414 -6.092545 -2.771320  -0.1883
C40 -6.253166 -6.507994 -1.450443  -0.1092
H70 -3.136067 -4.902424 -0.408819  0.0831
H71 -3.522291 -5.747244 -1.921510  0.0894
H72 -2.401333 -4.359908 -1.933893  0.0754
H73 -4.221429 -4.236044 -3.663023  0.1278
H74 -5.207698 -2.847252 -3.181929  0.1273
H75 -6.625722 -4.635644 -4.018819  0.1265
H76 -6.960294 -4.341068 -2.305194  0.1272
H77 -7.333762 -6.626125 -1.317181  0.0891
H78 -5.875417 -5.800489 -0.708872  0.0823
H79 -5.773634 -7.472796 -1.295181  0.0895
C41 3.133798 -5.032712 -2.244260  -0.1364
O11 1.882139 -4.787104 -1.615731  -0.2436
C42 0.805376 -4.641748 -2.525867  -0.2124
C43 -0.012891 -5.909203 -2.641604  -0.2155
O12 0.731622 -6.977114 -3.196005  -0.1826
C44 1.245648 -7.878657 -2.229051  -0.1009
H80 3.814221 -5.398643 -1.477382  0.0713
H81 3.045050 -5.781693 -3.033267  0.0891
H82 3.535504 -4.101942 -2.658072  0.0711
H83 1.174039 -4.336287 -3.509733  0.1309
H84 0.161851 -3.839530 -2.146740  0.1069
H85 -0.859587 -5.719267 -3.309590  0.1217
H86 -0.412635 -6.189123 -1.660406  0.1236
H87 0.454994 -8.541566 -1.861792  0.0895
H88 1.695463 -7.352603 -1.384257  0.0814
H89 2.010527 -8.480973 -2.714813  0.0911
C45 -0.914979 7.931881 -4.318165  -0.1082
O13 -2.012304 7.077017 -4.051661  -0.2042
C46 -3.270134 7.726612 -4.129321  -0.2064
C47 -3.966780 7.467699 -5.446557  -0.2073
O14 -3.261727 8.021116 -6.544307  -0.1897
C48 -2.469657 7.079464 -7.245025  -0.1110
H90 -0.046875 7.301514 -4.504979  0.0895
H91 -1.094304 8.558167 -5.194523  0.0842
H92 -0.706048 8.572865 -3.454211  0.0875
H93 -3.156428 8.802931 -3.967259  0.1275
H94 -3.891729 7.328109 -3.321129  0.1251
H95 -4.951789 7.943462 -5.419777  0.1256
H96 -4.114251 6.392349 -5.588293  0.1264
H97 -3.095504 6.450178 -7.887095  0.0882
H98 -1.900184 6.443343 -6.563898  0.0827
H99 -1.775445 7.637335 -7.870973  0.0889

Forces on the atoms, in the same order (eV/Å):
-0.36 0.06 -0.19
0.45 -0.32 -0.25
0.39 -0.08 0.42
-0.25 0.56 -0.22
0.11 -0.41 -0.52
-0.05 -0.11 0.44
-0.20 -0.05 -0.49
0.02 -0.02 0.32
0.08 0.05 -0.06
-0.36 -0.37 0.42
0.12 -0.13 -0.34
-0.41 0.04 -0.04
0.31 -0.17 0.12
-0.18 0.02 0.21
-0.02 -0.29 0.20
0.26 -0.08 -0.29
-0.36 0.06 0.20
-0.01 -0.04 -0.20
0.02 -0.21 -0.09
0.01 -0.07 0.54
0.32 0.09 -0.33
-0.23 -0.28 -0.01
0.42 -0.59 0.01
-0.18 0.34 0.22
-0.35 0.17 -0.08
-0.13 0.20 0.04
0.43 0.34 0.21
0.14 -0.06 -0.45
0.45 -0.39 -0.38
-0.18 0.28 0.21
-0.17 0.01 0.08
0.20 -0.09 -0.03
0.07 0.25 0.24
0.03 -0.05 0.22
-0.28 0.22 -0.08
-0.25 0.16 -0.13
0.17 0.09 -0.17
-0.25 -0.05 -0.11
0.25 -0.21 0.29
0.05 -0.34 0.09
-0.25 0.19 -0.01
0.05 0.17 0.31
-0.23 0.05 -0.06
0.12 0.00 -0.21
0.61 0.08 0.07
0.12 0.04 0.28
-0.01 -0.04 -0.24
-0.26 -0.15 0.03
-0.09 -0.23 0.10
0.02 0.21 0.20
0.32 -0.08 -0.45
0.22 0.42 -0.19
0.13 0.40 -0.04
-0.21 -0.04 0.28
-0.18 -0.02 -0.18
-0.01 0.11 -0.12
-0.12 -0.21 -0.05
-0.07 0.07 0.22
0.11 0.15 0.11
0.22 -0.02 -0.07
-0.25 0.05 0.05
0.05 -0.18 0.13
-0.11 0.25 -0.02
0.17 0.21 0.03
0.19 0.01 -0.09
-0.41 -0.16 0.02
-0.36 0.23 -0.05
-0.06 0.02 0.20
0.17 -0.15 -0.10
0.08 0.09 -0.19
-0.02 0.04 0.00
0.02 -0.10 -0.02
-0.13 0.12 -0.02
0.17 -0.08 -0.01
-0.10 0.01 0.08
0.04 -0.03 -0.08
-0.02 0.04 0.00
0.01 -0.01 0.00
0.03 -0.03 0.02
0.02 -0.03 0.01
0.03 0.00 0.01
-0.02 0.02 -0.02
-0.03 0.01 -0.01
-0.08 0.00 -0.01
0.02 0.05 0.02
0.06 -0.01 0.00
-0.04 -0.01 0.01
0.08 0.06 -0.01
-0.21 -0.02 -0.07
0.22 -0.04 0.02
-0.06 -0.05 -0.09
0.01 0.01 0.04
-0.04 -0.01 0.00
0.01 0.00 0.00
0.04 0.00 0.01
0.03 0.00 -0.01
0.02 0.00 0.04
-0.04 0.02 0.03
-0.02 0.02 0.00
-0.04 0.00 -0.03
0.00 0.00 -0.01
0.03 0.02 0.02
-0.04 -0.07 0.01
0.07 0.10 -0.06
-0.16 -0.08 -0.04
0.13 0.08 0.09
-0.02 -0.08 -0.07
0.01 0.02 0.03
-0.05 -0.02 0.01
0.00 0.02 0.02
0.05 0.01 0.00
0.03 0.01 0.00
0.02 0.00 0.02
-0.03 0.00 0.00
-0.02 -0.01 -0.02
-0.03 -0.01 -0.03
0.00 0.00 0.00
0.02 0.02 0.02
0.00 0.09 0.00
0.02 -0.12 0.04
0.00 0.18 0.08
-0.04 -0.14 -0.12
0.10 0.04 0.07
-0.03 -0.01 -0.04
0.01 0.02 0.01
0.01 -0.02 -0.01
-0.02 -0.03 -0.01
0.00 -0.03 -0.01
0.00 -0.01 -0.02
-0.01 0.03 0.01
0.01 0.02 0.02
0.00 0.03 0.04
0.00 0.01 0.00
-0.02 -0.02 -0.03
-0.10 0.07 0.04
0.03 -0.08 0.04
-0.02 0.10 0.14
-0.03 -0.09 -0.18
0.09 0.04 0.07
-0.03 -0.01 -0.03
0.01 -0.01 0.00
-0.02 -0.01 0.01
0.02 -0.04 -0.05
0.00 -0.02 -0.02
0.00 0.02 -0.04
0.00 0.00 0.03
0.00 0.01 0.04
0.00 0.01 0.04
0.01 0.01 0.00
-0.02 -0.01 -0.03
0.01 -0.02 0.06
0.02 0.02 -0.10
0.02 -0.13 0.16
-0.07 0.12 -0.11
0.10 -0.02 0.06
-0.04 0.02 -0.02
0.00 -0.02 0.03
0.00 0.00 -0.01
0.00 0.03 -0.02
0.00 0.02 -0.03
-0.01 0.03 0.00
-0.01 -0.03 0.01
0.01 -0.02 0.01
0.02 -0.04 0.02
0.00 0.00 0.00
-0.03 0.02 -0.02

Calculated values
largest force on an atom = 0.73 eV/A
LUMO energy = -0.0160 Eh
charge = 0
gap between HOMO and LUMO = 8.66 eV